Formula: C8H28HfN14O10
Source: OMol25
Level of theory: ωB97M-V/def2-TZVPD

Geometry as ORCA input:
```
! wB97M-V def2-TZVPD RIJCOSX def2/J DEFGRID3
* xyz 2 1
Hf 0.981 -1.086 0.555
C 0.517 1.350 -0.576
O 1.691 1.123 -0.157
O 0.187 0.401 -1.276
O -0.002 1.000 0.499
C -0.511 -0.410 -4.796
O -0.619 -1.548 -4.484
N -0.598 0.017 -6.003
N -0.229 0.566 -4.123
H -0.413 0.974 -6.268
H -0.514 -0.723 -6.686
H -0.155 0.517 -3.117
H -0.082 1.448 -4.594
C 5.242 2.507 1.675
O 6.349 3.077 1.692
N 4.461 2.591 0.667
N 4.934 1.547 2.521
H 3.738 1.944 0.386
H 4.722 3.252 -0.051
H 5.698 1.194 3.078
H 4.030 1.104 2.604
C -3.878 0.376 1.490
O -4.995 -0.026 1.686
N -3.331 1.121 2.360
N -3.175 0.257 0.353
H -3.631 1.244 3.316
H -2.383 1.416 2.175
H -2.225 0.565 0.202
H -3.671 -0.235 -0.376
C 1.594 -3.036 -2.275
O 1.034 -2.281 -1.446
N 1.413 -2.928 -3.502
N 2.380 -3.891 -1.778
H 0.796 -2.235 -3.901
H 2.082 -3.396 -4.096
H 2.568 -3.925 -0.786
H 2.831 -4.571 -2.373
C -1.094 -0.996 3.419
O -0.427 -1.042 2.398
N -2.334 -1.338 3.599
N -0.578 -0.550 4.492
H -2.933 -1.750 2.898
H -2.751 -0.936 4.427
H 0.428 -0.459 4.469
H -0.956 -0.604 5.427
C -2.021 -2.603 -0.570
O -1.084 -1.981 0.008
N -2.866 -3.285 0.153
N -2.486 -2.390 -1.753
H -2.635 -3.425 1.126
H -3.784 -3.263 -0.268
H -3.219 -2.959 -2.152
H -1.645 -2.089 -2.224
C 0.368 4.306 1.687
O 0.119 5.487 2.011
N 1.553 3.829 1.253
N -0.579 3.383 1.730
H 2.454 4.279 1.179
H 1.516 2.912 0.830
H -1.513 3.671 1.983
H -0.368 2.501 1.285
*
```

Output
E_tot in eV: -51374.479
Energy relative to the best compared isomer or geometry (same formula, charge and spin) in kcal/mol: 286.4
Strongest force on any atom in eV/A: 16.20
Highest occupied orbital energy in Ha: -0.4923
LUMO level in eV: -10.094

Results of the Mulliken charge analysis, in e, for atoms 1 through 2: atom 1 (Hf): 1.998, atom 2 (C): 0.780

Formula: C8H28O7
Source: OMol25
Level of theory: ωB97M-V/def2-TZVPD

Geometry as ORCA input:
```
! wB97M-V def2-TZVPD RIJCOSX def2/J DEFGRID3
* xyz 0 1
C 0.989 2.632 0.910
C 0.789 1.599 0.116
C 1.721 0.717 -0.722
C 1.397 -0.786 -0.790
C 2.048 -1.631 -1.595
C 0.520 -1.240 0.392
C -0.455 -2.383 -0.069
C -1.545 -1.721 -0.891
H 0.076 3.163 1.152
H 1.787 3.303 1.114
H -0.213 1.210 -0.075
H 1.749 1.314 -1.613
H 2.650 0.799 -0.161
H 2.063 -2.722 -1.396
H 2.625 -1.460 -2.525
H -0.067 -0.478 0.913
H 1.162 -1.659 1.175
H -0.841 -2.783 0.835
H 0.166 -3.184 -0.605
H -2.017 -2.485 -1.554
H -2.296 -1.347 -0.200
H -1.194 -1.023 -1.635
O -0.327 -1.135 -3.908
H -0.385 -0.216 -3.524
H 0.624 -0.997 -4.045
O -2.275 2.835 2.671
H -2.376 3.215 1.783
H -1.595 2.208 2.372
O -3.773 0.262 2.173
H -3.225 0.807 2.795
H -3.625 -0.682 2.252
O -2.596 1.656 -0.756
H -3.136 1.184 -0.121
H -2.518 1.234 -1.617
O 0.532 -0.151 4.058
H 1.052 0.560 4.446
H 1.010 -0.980 3.973
O -0.552 1.275 -2.664
H -0.494 0.833 -1.798
H 0.105 1.913 -2.337
O 4.121 -0.974 0.695
H 4.056 -1.875 1.011
H 4.261 -0.805 -0.234
*
```

Output
E_tot in eV: -23079.467
Energy relative to the best compared isomer or geometry (same formula, charge and spin) in kcal/mol: 74.7
Strongest force on any atom in eV/A: 2.48
SMILES: C=CCC(=C)CCC.O.O.O.O.O.O.O
Highest occupied orbital energy in Ha: -0.3475
LUMO level in eV: 0.202

Results of the natural (NBO) charge analysis, in e, for atoms 1 through 2: atom 1 (C): -0.415, atom 2 (C): -0.168

Formula: C8H29F9FeN3O18S3
Source: OMol25
Level of theory: ωB97M-V/def2-TZVPD

Geometry as ORCA input:
```
! wB97M-V def2-TZVPD RIJCOSX def2/J DEFGRID3
* xyz 0 6
Fe -0.910 -0.711 2.401
C -0.692 -0.022 -1.751
F -1.905 -0.414 -1.423
F -0.476 -0.262 -3.049
F -0.565 1.285 -1.533
S 0.545 -0.919 -0.743
O -0.041 -0.818 0.603
O 0.672 -2.234 -1.287
O 1.729 -0.114 -0.833
C -4.936 -1.222 0.387
F -4.378 -1.234 -0.808
F -6.199 -0.844 0.309
F -4.918 -2.465 0.911
S -4.076 -0.083 1.553
O -3.846 1.162 0.869
O -4.979 0.016 2.633
O -2.770 -0.738 1.854
C 2.943 -2.664 2.508
F 3.440 -1.472 2.822
F 2.683 -2.677 1.187
F 3.804 -3.607 2.746
S 1.375 -2.985 3.440
O 1.684 -2.464 4.738
O 0.398 -2.113 2.725
O 1.107 -4.367 3.294
C -0.693 5.695 1.815
C -0.177 4.308 1.547
C 0.470 4.280 0.170
O 1.273 3.174 0.046
C 1.934 3.101 -1.238
N 0.759 3.840 2.544
H -1.367 6.008 1.009
H 0.138 6.404 1.722
H -1.238 5.846 2.743
H -1.028 3.612 1.533
H 1.089 5.177 0.020
H -0.328 4.254 -0.586
H 2.744 3.837 -1.187
H 1.223 3.347 -2.022
H 2.317 2.088 -1.284
H 1.467 3.255 2.123
H 1.183 4.600 3.056
O 1.083 2.350 -4.287
H 1.767 2.006 -3.691
H 0.279 1.888 -4.032
O 1.963 -2.040 -3.812
H 2.767 -2.051 -3.271
H 1.250 -2.205 -3.173
O -0.933 -2.052 -5.385
H -1.705 -2.524 -5.052
H -1.265 -1.182 -5.631
O 0.774 0.425 2.897
H 1.100 0.116 3.765
H 1.431 1.068 2.588
O 4.054 -1.478 -1.569
H 4.341 -2.313 -1.182
H 3.478 -1.069 -0.892
O -1.310 1.218 1.534
H -2.199 1.543 1.224
H -0.770 2.006 1.716
O 3.176 0.239 -3.706
H 2.462 -0.411 -3.812
H 3.547 0.036 -2.829
C -1.721 -4.120 0.641
O -1.586 -2.981 1.114
N -2.901 -4.817 0.820
N -0.779 -4.724 -0.153
H -3.637 -4.407 1.363
H -3.156 -5.655 0.337
H -0.916 -5.611 -0.589
H -0.051 -4.114 -0.497
*
```

Output
E_tot in eV: -141442.286
Strongest force on any atom in eV/A: 4.26
⟨S²⟩: 8.76
Highest occupied orbital energy (alpha / beta) in Ha: -0.3685 / -0.3684
LUMO level (alpha / beta) in eV: -1.221 / -4.440

Results of the Mulliken charge analysis, in e, for atoms 1 through 2: atom 1 (Fe): 0.851, atom 2 (C): 0.358

Formula: C8H2Cl5NOsSe
Source: OMol25
Level of theory: ωB97M-V/def2-TZVPD

Geometry as ORCA input:
```
! wB97M-V def2-TZVPD RIJCOSX def2/J DEFGRID3
* xyz 0 5
Os 0.791 -0.436 0.133
Cl -0.641 -2.446 -0.107
C -0.559 -2.299 1.678
C 0.219 -1.216 2.009
C 0.396 -0.994 3.372
Cl 1.357 0.335 3.898
C -0.209 -1.836 4.309
Cl -0.006 -1.541 5.988
C -0.991 -2.923 3.896
Cl -1.735 -3.950 5.050
C -1.177 -3.180 2.537
Cl -2.112 -4.491 1.955
C 1.825 -0.735 -1.647
H 2.861 -0.420 -1.746
H 1.296 -0.777 -2.598
Se 2.814 3.722 1.479
C 2.125 2.220 0.969
N 1.653 1.190 0.628
*
```

Output
E_tot in eV: -140238.686
Energy relative to the best compared isomer or geometry (same formula, charge and spin) in kcal/mol: 11.7
Strongest force on any atom in eV/A: 0.53
⟨S²⟩: 6.04
Highest occupied orbital energy (alpha / beta) in Ha: -0.2984 / -0.3167
LUMO level (alpha / beta) in eV: -0.115 / -2.192

Results of the natural (NBO) charge analysis, in e, for atoms 1 through 2: atom 1 (Os): 1.097, atom 2 (Cl): 0.098

Formula: C8H30AgB2N2O2
Source: OMol25
Level of theory: ωB97M-V/def2-TZVPD

Geometry as ORCA input:
```
! wB97M-V def2-TZVPD RIJCOSX def2/J DEFGRID3
* xyz -1 1
Ag -1.014 -2.866 -0.622
B 2.732 -4.138 -1.965
H 2.989 -4.895 -2.689
H 1.959 -4.573 -1.350
H 3.567 -3.972 -1.303
H 2.324 -3.244 -2.411
B -3.489 -5.620 -0.570
H -3.928 -4.829 -1.159
H -4.138 -6.481 -0.566
H -2.572 -5.897 -1.066
H -3.241 -5.257 0.415
C -2.866 1.445 -1.202
C -2.002 1.987 -2.329
C -1.450 3.367 -2.107
O -0.432 3.719 -3.157
C 0.237 4.868 -2.773
N -1.002 0.969 -2.641
H -3.181 0.428 -1.434
H -3.707 2.137 -1.258
H -2.439 1.367 -0.203
H -2.651 1.946 -3.204
H -0.897 3.325 -1.169
H -2.285 4.064 -2.179
H 1.056 4.929 -3.489
H 0.808 4.654 -1.869
H -0.180 5.868 -2.651
H -0.276 1.445 -3.157
H -1.365 0.335 -3.339
C 3.259 -0.249 2.526
C 2.315 0.902 2.362
C 1.111 0.677 3.263
O 0.378 -0.411 2.779
C -0.427 -1.087 3.744
N 2.849 2.104 2.991
H 3.589 -0.306 3.563
H 4.149 -0.013 1.942
H 2.803 -1.182 2.195
H 1.947 1.047 1.346
H 0.489 1.547 3.051
H 1.303 0.667 4.335
H -1.224 -0.568 4.276
H 0.253 -1.559 4.454
H -1.053 -1.832 3.252
H 2.118 2.800 3.011
H 3.583 2.381 2.355
*
```

Output
E_tot in eV: -21200.556
Energy relative to the best compared isomer or geometry (same formula, charge and spin) in kcal/mol: 164.9
Strongest force on any atom in eV/A: 5.00
Highest occupied orbital energy in Ha: -0.1948
LUMO level in eV: 0.171

Results of the natural (NBO) charge analysis, in e, for atoms 1 through 2: atom 1 (Ag): 0.921, atom 2 (B): -0.835